Entry 1:
C30H49N5Pd | ωB97M-V/def2-TZVPD

Values from the calculation:
2S+1	3
<S²>	2.020
strongest force on any atom	0.78	eV/Å
ΔE to the lowest compared entry with this formula, charge and spin	0.0	kcal per mole
LUMO energy (alpha / beta)	0.548 / 0.429	eV

Positions of all 85 atoms, in Å:
Pd  -0.1733  0.4904  -0.6463
N  2.0522  2.1300  -1.7416
C  1.6338  3.4166  -2.2773
C  0.2433  3.3408  -2.9010
N  -0.7189  2.6826  -2.0390
C  -2.0662  2.6232  -2.5544
C  -2.9189  1.6478  -1.7633
N  -2.2804  0.3291  -1.7434
H  2.7875  2.2124  -1.0531
H  2.3575  1.4862  -2.4598
H  2.3200  3.8222  -3.0308
H  1.6095  4.1325  -1.4527
H  0.2960  2.7687  -3.8347
H  -0.0764  4.3589  -3.1730
H  -0.6836  3.0421  -1.0976
H  -1.9989  2.2626  -3.5876
H  -2.5619  3.6041  -2.5967
H  -3.9276  1.6264  -2.1895
H  -3.0020  1.9884  -0.7276
H  -2.2469  -0.0780  -2.6715
H  -2.7717  -0.3145  -1.1373
C  0.2992  4.5847  1.0163
C  1.1428  3.3502  1.3422
C  2.6135  3.7276  1.5322
C  0.5934  2.6318  2.5572
C  0.4248  3.3352  3.7428
C  -0.1140  2.7375  4.8701
C  -0.5487  1.4255  4.7876
C  -0.3991  0.6831  3.6221
C  -1.0600  -0.6873  3.5492
C  -0.4524  -1.6917  4.5275
C  -2.5693  -0.5636  3.7812
C  0.2523  1.2695  2.5147
N  0.5448  0.4924  1.3739
C  1.2103  -0.6415  1.6002
C  1.2104  -1.6668  0.6514
N  0.5138  -1.5216  -0.4715
C  0.3051  -2.5980  -1.3455
C  0.7663  -2.4920  -2.6735
C  0.5737  -3.5646  -3.5312
C  -0.0786  -4.7133  -3.1066
C  -0.5760  -4.7835  -1.8196
C  -0.4127  -3.7307  -0.9228
C  -1.0666  -3.7987  0.4460
C  -2.5785  -4.0013  0.3194
C  -0.4499  -4.8919  1.3187
C  1.5238  -1.2585  -3.1255
C  1.1801  -0.8335  -4.5528
C  3.0301  -1.4824  -2.9737
H  0.6623  5.0861  0.1160
H  0.3322  5.3113  1.8297
H  -0.7515  4.3207  0.8701
H  1.0904  2.6498  0.5061
H  2.7372  4.4136  2.3734
H  3.0136  4.2232  0.6418
H  3.2188  2.8424  1.7343
H  0.7272  4.3753  3.7892
H  -0.2211  3.2959  5.7910
H  -1.0301  0.9708  5.6460
H  -0.9255  -1.0729  2.5398
H  -0.5753  -1.3544  5.5593
H  0.6144  -1.8318  4.3491
H  -0.9423  -2.6633  4.4327
H  -2.7939  -0.2161  4.7915
H  -3.0520  -1.5344  3.6464
H  -3.0152  0.1422  3.0782
H  1.7117  -0.7911  2.5540
H  1.7518  -2.5893  0.8542
H  0.9444  -3.5138  -4.5477
H  -0.2091  -5.5472  -3.7850
H  -1.1149  -5.6703  -1.5055
H  -0.9088  -2.8387  0.9356
H  -2.8154  -4.9621  -0.1423
H  -3.0315  -3.2178  -0.2914
H  -3.0489  -3.9794  1.3049
H  -0.5947  -5.8743  0.8635
H  -0.9151  -4.9058  2.3067
H  0.6224  -4.7396  1.4491
H  1.2416  -0.4358  -2.4640
H  1.5211  -1.5601  -5.2925
H  1.6653  0.1167  -4.7907
H  0.1033  -0.7045  -4.6800
H  3.3515  -2.3167  -3.6023
H  3.2846  -1.7193  -1.9395
H  3.6000  -0.5983  -3.2731

Atoms 1-3, force components in eV/Å:
Pd -0.6617 0.1527 -0.3809
N 0.0361 -0.0599 -0.0291
C -0.0318 -0.0493 0.0658

How is the electron density shared among the atoms? According to Löwdin, the charges in e are:
1 Pd 0.72
2 N 0.01
3 C -0.26
4 C -0.22
5 N -0.11
6 C -0.24
7 C -0.26
8 N -0.04
9 H 0.07
10 H 0.06
11 H 0.11
12 H 0.08
13 H 0.11
14 H 0.12
15 H 0.08
16 H 0.12
17 H 0.12
18 H 0.11
19 H 0.11
20 H 0.08
21 H 0.07
22 C -0.07
23 C -0.40
24 C -0.06
25 C -0.15
26 C -0.05
27 C -0.08
28 C -0.05
29 C -0.14
30 C -0.38
31 C -0.06
32 C -0.06
33 C -0.17
34 N -0.06
35 C -0.19
36 C -0.18
37 N -0.07
38 C -0.18
39 C -0.15
40 C -0.05
41 C -0.08
42 C -0.05
43 C -0.14
44 C -0.38
45 C -0.06
46 C -0.06
47 C -0.40
48 C -0.07
49 C -0.06
50 H 0.06
51 H 0.07
52 H 0.08
53 H 0.07
54 H 0.08
55 H 0.07
56 H 0.09
57 H 0.11
58 H 0.10
59 H 0.11
60 H 0.10
61 H 0.08
62 H 0.07
63 H 0.07
64 H 0.07
65 H 0.07
66 H 0.08
67 H 0.11
68 H 0.12
69 H 0.11
70 H 0.10
71 H 0.11
72 H 0.10
73 H 0.07
74 H 0.07
75 H 0.07
76 H 0.08
77 H 0.07
78 H 0.07
79 H 0.07
80 H 0.07
81 H 0.07
82 H 0.08
83 H 0.08
84 H 0.08
85 H 0.07

=====

Entry 2:
C5H12O | ωB97M-V/def2-TZVPD

Values from the calculation:
2S+1	1
strongest force on any atom	0.28	eV/Å
ΔE to the lowest compared entry with this formula, charge and spin	13.3	kcal per mole
SMILES	CCCOCC
LUMO energy	1.191	eV

Positions of all 18 atoms, in Å:
C  2.9639  -0.3196  -0.1796
C  1.5461  -0.8765  -0.0879
C  0.5090  0.2135  0.1276
O  -0.7702  -0.3435  -0.0577
C  -1.8321  0.5523  0.1934
C  -2.9838  0.2029  -0.7298
H  3.6952  -1.1222  -0.3181
H  3.2409  0.2316  0.7268
H  3.0613  0.3679  -1.0278
H  1.4685  -1.6063  0.7267
H  1.2864  -1.4069  -1.0113
H  0.6113  0.6470  1.1376
H  0.6679  1.0347  -0.5941
H  -1.5088  1.5895  0.0136
H  -2.1385  0.4861  1.2499
H  -3.8549  0.8343  -0.5275
H  -3.2725  -0.8436  -0.5978
H  -2.6829  0.3436  -1.7725

Atoms 1-3, force components in eV/Å:
C 0.0564 0.0358 0.0072
C -0.0559 -0.0242 -0.0096
C 0.2729 0.0755 0.0309

How is the electron density shared among the atoms? According to Löwdin, the charges in e are:
1 C -0.12
2 C -0.24
3 C -0.26
4 O -0.16
5 C -0.30
6 C -0.08
7 H 0.07
8 H 0.07
9 H 0.07
10 H 0.11
11 H 0.11
12 H 0.13
13 H 0.13
14 H 0.11
15 H 0.12
16 H 0.07
17 H 0.08
18 H 0.08

=====

Entry 3:
C20H19N3O | ωB97M-V/def2-TZVPD

Values from the calculation:
2S+1	1
strongest force on any atom	16.06	eV/Å
ΔE to the lowest compared entry with this formula, charge and spin	411.6	kcal per mole
LUMO energy	0.428	eV

Positions of all 43 atoms, in Å:
N  4.1453  -1.9108  0.5539
C  3.1535  -1.2764  0.4115
C  1.9221  -0.4555  0.4226
C  0.7977  -0.7387  1.0090
N  0.3050  -1.9478  1.5489
C  1.1511  -2.8384  2.2942
H  2.1308  -2.8993  1.7354
C  1.3531  -2.6109  3.6923
C  0.1005  -2.3760  4.5535
C  -0.6934  -1.1991  3.8281
H  -1.8106  -1.0455  4.5661
C  -1.1174  -1.6919  2.5202
H  -1.4892  -0.9298  1.7997
H  -1.6524  -2.4532  2.4292
H  -0.2255  -0.3596  3.8571
H  0.5031  -1.9158  5.6422
H  -0.2645  -3.1864  4.5121
H  2.0919  -3.2782  4.1695
H  1.8834  -1.5792  3.6513
H  0.4662  -3.6630  2.3221
O  0.0319  0.2629  0.8157
C  0.8847  1.2927  0.2968
N  1.9729  0.7824  -0.0076
C  0.3828  2.6221  -0.2452
C  -0.9776  2.0924  -1.4322
C  -2.0875  2.5500  -1.1635
C  -2.9131  2.2556  -2.1078
C  -2.9497  1.8457  -3.2464
C  -1.3572  1.5804  -3.5439
C  -1.0876  1.0982  -4.9363
C  0.0287  0.7370  -5.2479
C  1.1653  0.8287  -4.3714
C  0.8826  1.4879  -3.0960
C  -0.2948  1.6895  -2.7412
H  1.7965  1.5590  -2.3934
H  2.0256  0.8255  -4.5644
H  0.3003  0.2314  -6.3295
H  -1.8616  1.1027  -5.5141
H  -3.5984  1.6622  -3.9522
H  -4.1391  2.5687  -1.5564
H  -2.1829  3.0506  -0.1596
H  1.2364  3.2219  -0.5618
H  -0.0089  3.0082  0.5393

Atoms 1-3, force components in eV/Å:
N -3.3018 2.0605 -0.7285
C 2.0188 -1.2880 0.8260
C 6.6841 -3.9747 -0.4149

How is the electron density shared among the atoms? According to Löwdin, the charges in e are:
1 N 0.13
2 C -0.12
3 C -0.27
4 C -0.33
5 N 0.04
6 C -0.25
7 H 0.12
8 C -0.22
9 C -0.14
10 C -0.15
11 H 0.20
12 C -0.03
13 H 0.12
14 H 0.03
15 H 0.03
16 H 0.18
17 H -0.02
18 H 0.13
19 H 0.14
20 H 0.12
21 O 0.15
22 C -0.28
23 N 0.18
24 C 0.06
25 C 0.00
26 C -0.15
27 C -0.24
28 C 0.05
29 C -0.01
30 C -0.08
31 C -0.12
32 C 0.06
33 C -0.02
34 C -0.22
35 H 0.15
36 H -0.02
37 H 0.17
38 H 0.06
39 H 0.07
40 H 0.19
41 H 0.16
42 H 0.12
43 H 0.01